No. 1
Here is C6H11OP as an isolated structure from OMol25. Energies are from wB97M-V/def2-TZVPD.

Computed properties:
**E_HOMO (alpha / beta)**: -4.72 / -9.56 eV
**2S+1**: 3
**Kohn-Sham gap (alpha / beta)**: 5.3 / 6.0 eV
**Maximum force**: 8.1 eV/A
**Energy above the lowest of the compared OMol25 structures with the same formula, charge and spin**: 315.1 kJ/mol

Structure (XYZ):
```
19
Properties=species:S:1:pos:R:3:nbo_charge:R:1
O 0.222 1.999 -1.070 -1.0884
P -0.017 1.384 0.259 1.9040
C 1.482 0.474 0.900 -0.9900
H -0.406 -3.590 -3.038 0.2805
H -1.519 2.567 1.770 0.2399
C -1.450 0.269 0.245 -0.9190
H 1.090 -2.785 -2.737 0.2412
H -1.821 -0.378 1.123 0.2405
C 0.263 -3.120 -2.242 -0.7221
H 0.021 2.383 2.575 0.2342
C -0.314 -2.104 -1.366 0.0585
H 0.617 -3.864 -1.555 0.2479
C -0.441 2.557 1.626 -1.0069
C -0.754 -1.082 -0.933 0.1015
H 1.693 0.502 2.022 0.2356
H -0.272 3.572 1.525 0.2426
H -2.147 0.924 -0.212 0.2359
H 1.434 -0.560 0.694 0.2209
H 2.318 0.852 0.413 0.2431
```



No. 2
Here is an isolated ion of composition C6H11OS and charge +1 from OMol25. Energies are from wB97M-V/def2-TZVPD.

Computed properties:
**E_HOMO**: -15.13 eV
**Net charge**: +1
**Kohn-Sham gap**: 10.6 eV
**Maximum force**: 3.3 eV/A
**Energy above the lowest of the compared OMol25 structures with the same formula, charge and spin**: 37.5 kJ/mol

Structure (XYZ):
```
19
Properties=species:S:1:pos:R:3:nbo_charge:R:1
C 2.716 -0.591 0.569 -0.4609
H 2.875 -1.465 -0.057 0.2464
H -2.674 0.098 0.610 0.2102
O -0.991 0.043 -0.490 -0.4102
H -2.838 -2.058 -1.376 0.2222
H 1.216 -0.212 -1.880 0.2748
H -4.073 -1.133 -0.539 0.2424
C 2.513 0.626 -0.257 -0.4351
H 3.365 -0.445 1.490 0.2789
H 3.405 0.861 -0.904 0.2617
H -2.961 -0.386 -1.902 0.2373
C 0.266 -0.137 -0.148 0.3295
C -2.119 -0.612 0.055 -0.0789
C -3.082 -1.060 -1.065 -0.6238
S 0.963 -0.754 1.174 0.4999
C 1.222 0.470 -1.031 -0.5082
H 2.487 1.445 0.376 0.2318
H -1.779 -1.403 0.731 0.1928
H 0.772 1.465 -1.420 0.2892
```



No. 3
Here is a single C6H11P molecule from OMol25. Energies are from wB97M-V/def2-TZVPD.

Computed properties:
**E_HOMO (alpha / beta)**: -7.83 / -7.58 eV
**Kohn-Sham gap (alpha / beta)**: 8.2 / 7.1 eV
**Maximum force**: 3.1 eV/A
**Energy above the lowest of the compared OMol25 structures with the same formula, charge and spin**: 300.7 kJ/mol

Structure (XYZ):
```
18
Properties=species:S:1:pos:R:3:nbo_charge:R:1
C -0.502 0.602 -1.136 -0.4400
C 0.938 0.405 -0.513 -0.4799
H 1.002 -1.562 1.407 0.2156
C -1.848 1.450 0.888 -0.6689
P -2.228 -1.138 0.242 0.4264
C -1.612 0.358 -0.101 -0.4412
H -0.711 -0.076 -1.933 0.2167
H 1.575 0.997 -1.281 0.2319
H 0.899 0.581 0.581 0.2212
H 2.725 -1.514 1.061 0.2153
H 1.924 -2.805 0.548 0.2212
H -0.933 1.938 1.382 0.2190
H -2.325 2.249 0.296 0.2180
C 1.284 -1.074 -0.612 -0.0834
H -0.626 1.595 -1.618 0.2048
H 1.205 -1.489 -1.628 0.1809
H -2.498 1.248 1.727 0.2249
C 1.730 -1.765 0.691 -0.6822
```



No. 4
Here is a 2-piece molecular cluster, C6H12 overall from OMol25. Energies are from wB97M-V/def2-TZVPD.

Computed properties:
**E_HOMO (alpha / beta)**: -7.34 / -7.60 eV
**Kohn-Sham gap (alpha / beta)**: 7.3 / 7.5 eV
**Maximum force**: 0.5 eV/A
**Energy above the lowest of the compared OMol25 structures with the same formula, charge and spin**: 569.8 kJ/mol

Structure (XYZ):
```
18
Properties=species:S:1:pos:R:3:nbo_charge:R:1
H -2.792 0.766 0.815 0.2112
C -1.760 0.565 1.126 -0.6053
H -1.162 1.403 0.765 0.2041
H 0.618 -0.808 1.625 0.1958
C 0.023 -1.255 0.834 -0.3760
H -2.033 -1.494 0.400 0.2283
H -1.095 -0.284 -0.679 0.2339
H 2.316 1.266 0.168 0.1877
H 0.143 1.662 -0.603 0.1831
H 0.163 -2.333 0.726 0.2012
H -1.714 0.559 2.219 0.2041
H 3.327 -0.038 -0.655 0.1948
H 0.299 1.076 -2.279 0.1998
H 1.259 -1.125 -1.453 0.2220
C 0.181 0.764 -1.234 -0.4850
C -1.254 -0.725 0.482 -0.4534
C 1.177 -0.255 -0.803 -0.2741
C 2.334 0.347 -0.417 -0.2720
```



No. 5
Here is a 2-piece molecular cluster, C6H12 overall from OMol25. Energies are from wB97M-V/def2-TZVPD.

Computed properties:
**E_HOMO (alpha / beta)**: -9.34 / -9.45 eV
**Kohn-Sham gap (alpha / beta)**: 8.6 / 8.7 eV
**Maximum force**: 0.4 eV/A
**Energy above the lowest of the compared OMol25 structures with the same formula, charge and spin**: 543.6 kJ/mol

Structure (XYZ):
```
18
Properties=species:S:1:pos:R:3:nbo_charge:R:1
C 1.036 -0.880 -0.630 -0.1801
H 2.274 0.162 0.729 0.1958
C 0.208 2.294 -1.220 -0.1970
C -1.116 0.642 1.070 -0.6038
H 0.838 -1.095 -1.683 0.1948
C 2.049 -0.077 -0.308 -0.3883
H 2.697 0.370 -1.058 0.2047
C 0.083 -1.495 0.360 -0.4432
H -0.903 2.259 -1.307 0.0778
H -2.056 1.203 1.041 0.2129
H -0.105 -2.543 0.092 0.2143
H 0.543 -1.499 1.357 0.2032
H 0.515 1.569 -2.003 0.0800
H -0.808 0.554 2.119 0.2069
H -1.679 -0.646 -0.579 0.1954
H -0.349 1.257 0.574 0.2103
H -1.970 -1.336 1.012 0.2059
C -1.256 -0.738 0.432 -0.3895
```



No. 6
Here is C6H12 as an isolated structure from OMol25. Energies are from wB97M-V/def2-TZVPD.

Computed properties:
**E_HOMO**: -7.94 eV
**Kohn-Sham gap**: 9.1 eV
**Maximum force**: 2.6 eV/A
**Energy above the lowest of the compared OMol25 structures with the same formula, charge and spin**: 435.2 kJ/mol

Structure (XYZ):
```
18
Properties=species:S:1:pos:R:3:nbo_charge:R:1
H -1.052 -1.880 -0.546 0.2099
C -1.108 0.060 0.700 -0.1967
H -2.132 0.259 0.359 0.2011
C -1.106 -0.117 2.216 -0.6081
H 2.245 -0.660 -1.217 0.2105
H -1.476 0.783 2.724 0.2109
H -0.439 2.113 -0.113 0.2090
C 1.803 0.032 -1.914 -0.6708
H 2.191 1.050 -1.836 0.2090
H 0.430 -1.420 0.344 0.1874
H 0.815 1.056 0.605 0.1884
H -1.752 -0.951 2.516 0.2107
H 0.329 0.173 -2.171 0.2852
C -0.048 0.107 -1.141 -0.2082
C -0.129 1.073 0.038 -0.4272
H 1.976 -0.322 -2.959 0.2126
C -0.450 -1.033 -0.194 -0.4252
H -0.097 -0.323 2.590 0.2016
```



No. 7
Here is a single C6H12 molecule from OMol25. Energies are from wB97M-V/def2-TZVPD.

Computed properties:
**E_HOMO**: -9.24 eV
**Kohn-Sham gap**: 10.5 eV
**Maximum force**: 4.4 eV/A
**Energy above the lowest of the compared OMol25 structures with the same formula, charge and spin**: 344.0 kJ/mol
**SMILES string**: CC[C@H]1C[C@H]1C

Structure (XYZ):
```
18
Properties=species:S:1:pos:R:3:nbo_charge:R:1
H -0.681 1.176 1.382 0.2035
C -0.937 -1.493 0.637 -0.4276
H -0.657 -1.367 1.681 0.2054
H -2.435 1.134 1.163 0.2113
H -2.119 -0.397 -0.853 0.2144
H 0.088 -1.419 -1.320 0.2166
C -1.338 -0.250 -0.092 -0.2229
C 1.566 -0.350 0.304 -0.3703
H 0.853 0.665 -0.605 0.2960
C 0.044 -0.914 -0.340 -0.2747
H -1.445 -2.429 0.425 0.2139
H -1.405 1.920 -0.047 0.2149
H 1.703 1.929 0.455 0.2133
H 2.592 1.239 -0.992 0.2151
C -1.475 1.067 0.638 -0.6129
C 1.833 1.066 -0.215 -0.7235
H 1.426 -0.382 1.379 0.2074
H 2.289 -1.069 -0.067 0.2201
```



No. 8
Here is a single C6H12 molecule from OMol25. Energies are from wB97M-V/def2-TZVPD.

Computed properties:
**E_HOMO**: -9.44 eV
**Kohn-Sham gap**: 10.4 eV
**Maximum force**: 3.0 eV/A
**Energy above the lowest of the compared OMol25 structures with the same formula, charge and spin**: 213.0 kJ/mol
**SMILES string**: CC1(C)CCC1

Structure (XYZ):
```
18
Properties=species:S:1:pos:R:3:nbo_charge:R:1
C -0.281 0.845 -1.504 -0.6014
H -0.009 -2.231 1.408 0.1950
H 1.749 -1.269 0.746 0.2215
H -1.430 -0.282 1.519 0.2095
C -1.118 -0.541 0.496 -0.4089
C 0.393 1.550 0.809 -0.5983
H 1.439 -1.132 -0.966 0.1945
H 1.282 2.065 0.426 0.2090
C 0.982 -0.854 -0.010 -0.4259
H 0.047 -2.570 -0.267 0.2167
H -2.010 -0.640 -0.116 0.2081
C -0.155 -1.719 0.457 -0.4256
H -0.427 2.274 0.855 0.2029
H 0.584 1.354 -1.946 0.2087
H -1.124 1.550 -1.503 0.2104
C 0.021 0.380 -0.075 -0.0332
H -0.554 0.008 -2.159 0.2090
H 0.611 1.215 1.829 0.2078
```



> The lowest energy above the lowest of the compared OMol25 structures with the same formula, charge and spin belongs to which entry?

C6H11OS



> energy above the lowest of the compared OMol25 structures with the same formula, charge and spin of number 4 (C6H12)?

569.8 kJ/mol



> The highest maximum force belongs to which entry?

C6H11OP



What did the fourth record say?
Here is a 2-piece molecular cluster, C6H12 overall from OMol25. Energies are from wB97M-V/def2-TZVPD.

Computed properties:
**E_HOMO (alpha / beta)**: -7.34 / -7.60 eV
**Kohn-Sham gap (alpha / beta)**: 7.3 / 7.5 eV
**Maximum force**: 0.5 eV/A
**Energy above the lowest of the compared OMol25 structures with the same formula, charge and spin**: 569.8 kJ/mol

Structure (XYZ):
```
18
Properties=species:S:1:pos:R:3:nbo_charge:R:1
H -2.792 0.766 0.815 0.2112
C -1.760 0.565 1.126 -0.6053
H -1.162 1.403 0.765 0.2041
H 0.618 -0.808 1.625 0.1958
C 0.023 -1.255 0.834 -0.3760
H -2.033 -1.494 0.400 0.2283
H -1.095 -0.284 -0.679 0.2339
H 2.316 1.266 0.168 0.1877
H 0.143 1.662 -0.603 0.1831
H 0.163 -2.333 0.726 0.2012
H -1.714 0.559 2.219 0.2041
H 3.327 -0.038 -0.655 0.1948
H 0.299 1.076 -2.279 0.1998
H 1.259 -1.125 -1.453 0.2220
C 0.181 0.764 -1.234 -0.4850
C -1.254 -0.725 0.482 -0.4534
C 1.177 -0.255 -0.803 -0.2741
C 2.334 0.347 -0.417 -0.2720
```